Record 1
{"formula": "C4H4N6OS", "method": "ωB97M-V/def2-TZVPD", "spin_multiplicity": 3, "energy_ha": -956.513085, "orbital_gap_ev": [6.47, 5.22], "max_force_ev_per_a": 5.5, "s2": 2.028, "symbols": ["C", "C", "C", "C", "N", "N", "N", "N", "N", "N", "O", "S", "H", "H", "H", "H"], "xyz": [[2.034, -0.913, 0.469], [1.427, 0.354, 0.412], [-2.636, 0.277, -0.901], [-2.117, 0.808, 0.395], [3.229, -1.151, 0.089], [2.123, 1.113, -0.475], [3.895, -0.282, -0.629], [3.267, 0.801, -0.877], [-2.579, -1.023, -1.047], [-1.851, -1.712, -0.210], [0.474, 0.662, 1.190], [-1.355, -0.780, 1.054], [1.459, -1.678, 0.946], [-3.295, 0.800, -1.638], [-1.231, 1.455, 0.194], [-2.844, 1.270, 1.029]]}

---

Record 2
{"formula": "C11H26P", "method": "ωB97M-V/def2-TZVPD", "e_above_lowest_ev": 1.978, "total_charge": 1, "energy_ha": -775.649712, "orbital_gap_ev": 7.89, "max_force_ev_per_a": 5.5, "symbols": ["C", "C", "C", "C", "C", "C", "C", "C", "C", "C", "C", "P", "H", "H", "H", "H", "H", "H", "H", "H", "H", "H", "H", "H", "H", "H", "H", "H", "H", "H", "H", "H", "H", "H", "H", "H", "H", "H"], "xyz": [[-1.811, 1.816, 2.110], [0.047, -1.505, -1.624], [-1.829, -2.085, 0.084], [-2.511, -0.669, -1.752], [0.053, 1.871, -0.597], [2.193, 2.103, 0.595], [2.093, 1.532, -1.967], [3.183, -2.890, 1.913], [-2.229, 0.878, 0.975], [-1.220, -1.031, -0.921], [1.449, 1.941, -0.722], [-0.631, 0.134, 0.476], [-1.638, 1.124, 2.999], [-0.988, 2.524, 1.946], [-2.650, 2.416, 2.556], [-0.003, -2.262, -2.384], [0.630, -2.024, -0.978], [0.491, -0.535, -2.063], [-2.968, -2.222, 0.024], [-1.465, -1.925, 1.098], [-1.501, -3.213, -0.140], [-2.643, -1.586, -2.282], [-3.290, -0.425, -1.118], [-2.332, 0.275, -2.256], [2.255, -3.356, 2.239], [-0.653, 1.863, -1.383], [-0.387, 2.579, 0.152], [2.278, 3.103, 0.768], [3.094, 1.666, 0.698], [1.623, 1.756, 1.363], [2.936, 0.762, -1.659], [1.240, 1.296, -2.702], [2.556, 2.311, -2.394], [3.153, -3.184, 0.792], [4.000, -3.288, 2.527], [3.096, -1.701, 2.053], [-2.629, 1.671, 0.295], [-2.993, 0.282, 1.283]]}

---

Record 3
{"formula": "C8H28BrN4O9", "method": "ωB97M-V/def2-TZVPD", "e_above_lowest_ev": 0.204, "total_charge": -1, "energy_ha": -3791.966304, "orbital_gap_ev": 9.61, "max_force_ev_per_a": 2.6, "symbols": ["Br", "C", "O", "N", "N", "H", "H", "H", "H", "C", "O", "N", "N", "H", "H", "H", "H", "C", "C", "O", "O", "H", "H", "H", "H", "H", "H", "C", "C", "O", "O", "H", "H", "H", "H", "H", "H", "C", "C", "O", "O", "H", "H", "H", "H", "H", "H", "O", "H", "H"], "xyz": [[21.472, -12.173, -9.117], [24.536, -8.378, -8.925], [24.616, -7.825, -7.827], [25.084, -7.784, -10.037], [23.826, -9.518, -9.172], [25.320, -6.816, -9.986], [25.284, -8.394, -10.808], [23.687, -9.601, -10.160], [23.213, -9.943, -8.504], [19.845, -9.027, -11.544], [19.124, -8.099, -11.900], [19.353, -10.243, -11.141], [21.214, -8.959, -11.431], [19.939, -10.962, -10.754], [18.355, -10.331, -11.100], [21.738, -8.195, -11.809], [21.682, -9.715, -10.964], [21.392, -10.724, -4.082], [22.148, -10.553, -5.396], [21.440, -9.736, -6.303], [20.032, -11.086, -4.294], [21.332, -9.726, -3.620], [21.881, -11.381, -3.368], [22.342, -11.500, -5.901], [23.057, -10.022, -5.096], [21.307, -10.143, -7.160], [19.666, -10.473, -4.940], [24.406, -14.104, -6.502], [24.699, -14.240, -7.990], [24.788, -12.988, -8.673], [25.350, -13.348, -5.729], [24.372, -15.122, -6.096], [23.434, -13.626, -6.343], [23.763, -14.663, -8.379], [25.598, -14.811, -8.205], [23.908, -12.589, -8.613], [25.421, -13.765, -4.870], [17.988, -13.843, -8.324], [18.396, -13.611, -6.883], [19.760, -13.972, -6.696], [18.284, -12.759, -9.248], [16.889, -13.823, -8.358], [18.306, -14.745, -8.845], [17.731, -14.123, -6.189], [18.285, -12.549, -6.631], [20.329, -13.361, -7.185], [19.265, -12.727, -9.286], [22.198, -14.239, -11.523], [23.156, -14.146, -11.492], [21.877, -13.658, -10.801]]}

---

Record 4
{"formula": "C3HBr2NO", "method": "ωB97M-V/def2-TZVPD", "e_above_lowest_ev": 1.019, "energy_ha": -5392.849641, "orbital_gap_ev": 8.55, "max_force_ev_per_a": 3.8, "symbols": ["C", "C", "C", "N", "O", "Br", "Br", "H"], "xyz": [[-1.490, 0.062, 1.787], [0.614, -0.557, -1.708], [1.030, 0.243, -0.800], [-1.374, -0.674, 0.874], [0.503, -1.346, -2.535], [1.743, -0.471, 0.787], [0.866, 2.058, -0.993], [-1.892, 0.683, 2.587]]}

---

Record 5
{"formula": "CHF2NO3", "method": "ωB97M-V/def2-TZVPD", "e_above_lowest_ev": 2.103, "energy_ha": -518.758717, "orbital_gap_ev": 11.25, "max_force_ev_per_a": 4.8, "symbols": ["C", "N", "O", "O", "O", "F", "F", "H"], "xyz": [[0.265, 0.450, -0.407], [-0.634, -0.074, 0.727], [-1.618, 0.419, 1.033], [-0.151, -1.059, 1.241], [1.427, -0.136, -0.436], [-0.633, -0.385, -1.717], [0.188, 1.714, -0.696], [1.158, -0.929, 0.255]]}

---

Record 6
{"formula": "C20H32AlN2O6S2Sb2", "method": "ωB97M-V/def2-TZVPD", "e_above_lowest_ev": 0.408, "total_charge": 1, "energy_ha": -2861.498287, "orbital_gap_ev": 7.94, "max_force_ev_per_a": 1.6, "symbols": ["Al", "C", "Sb", "C", "C", "C", "C", "C", "C", "C", "C", "C", "Sb", "C", "C", "H", "H", "H", "H", "H", "H", "H", "H", "H", "H", "H", "H", "H", "H", "H", "H", "H", "H", "H", "H", "O", "S", "O", "O", "C", "C", "C", "C", "C", "C", "S", "O", "O", "O", "H", "H", "H", "H", "N", "C", "C", "N", "H", "H", "H", "H", "H", "H", "H", "H"], "xyz": [[-0.200, -0.477, -0.487], [0.091, 2.150, 2.473], [-1.550, 1.311, 1.401], [-2.377, 3.248, 0.862], [-2.867, 1.070, 3.145], [-2.257, 0.303, 4.274], [-1.614, 1.019, 5.285], [-1.029, 0.388, 6.367], [-1.082, -0.995, 6.455], [-1.714, -1.720, 5.462], [-2.311, -1.100, 4.362], [-2.969, -1.944, 3.326], [-1.625, -2.321, 1.623], [-2.004, -4.431, 1.370], [0.112, -2.738, 2.802], [-0.260, 2.940, 3.133], [0.817, 2.552, 1.765], [0.584, 1.372, 3.052], [-2.418, 3.865, 1.758], [-3.391, 3.140, 0.476], [-1.763, 3.761, 0.122], [-3.804, 0.640, 2.794], [-3.048, 2.099, 3.450], [-1.594, 2.102, 5.222], [-0.551, 0.969, 7.143], [-0.641, -1.507, 7.300], [-1.775, -2.800, 5.543], [-3.873, -1.486, 2.927], [-3.227, -2.927, 3.717], [-1.795, -4.949, 2.304], [-1.325, -4.789, 0.598], [-3.030, -4.630, 1.067], [-0.188, -3.140, 3.766], [0.719, -1.850, 2.950], [0.696, -3.482, 2.258], [2.986, 0.529, -0.047], [2.460, -0.333, 0.965], [2.776, -0.073, 2.330], [0.910, -0.364, 0.829], [2.937, -2.014, 0.612], [3.792, -2.604, 1.528], [4.284, -3.883, 1.305], [3.939, -4.567, 0.151], [3.065, -3.995, -0.762], [2.560, -2.723, -0.529], [1.258, -2.239, -1.619], [1.304, -3.018, -2.806], [-0.004, -2.405, -0.805], [1.202, -0.767, -1.843], [4.051, -2.044, 2.416], [4.938, -4.339, 2.035], [4.345, -5.550, -0.044], [2.759, -4.521, -1.655], [-0.041, 1.429, -1.446], [-1.187, 1.689, -2.335], [-1.644, 0.338, -2.871], [-1.850, -0.537, -1.691], [0.167, 2.237, -0.865], [0.800, 1.280, -2.002], [-0.938, 2.370, -3.148], [-1.991, 2.135, -1.745], [-0.859, -0.100, -3.487], [-2.551, 0.438, -3.465], [-1.994, -1.500, -1.988], [-2.693, -0.255, -1.201]]}

---

Record 7
{"formula": "C5H7N", "method": "ωB97M-V/def2-TZVPD", "e_above_lowest_ev": 5.171, "energy_ha": -249.283196, "orbital_gap_ev": [8.68, 7.79], "max_force_ev_per_a": 5.0, "symbols": ["C", "C", "C", "C", "C", "N", "H", "H", "H", "H", "H", "H", "H"], "xyz": [[-0.175, 0.852, 1.480], [-0.553, -0.583, 1.701], [-0.285, -0.905, 0.304], [-0.396, 0.273, -0.575], [0.885, 0.457, -1.420], [-0.346, 1.352, 0.343], [-0.153, -1.134, 2.542], [-1.619, -0.489, 1.738], [0.309, -1.813, -0.149], [-1.274, 0.312, -1.307], [1.224, -0.437, -1.877], [1.728, 0.763, -0.703], [0.655, 1.352, -2.078]]}

---

Record 8
{"formula": "C3H3NO3", "method": "ωB97M-V/def2-TZVPD", "e_above_lowest_ev": 2.882, "energy_ha": -396.518528, "orbital_gap_ev": 11.34, "max_force_ev_per_a": 3.4, "symbols": ["O", "C", "O", "C", "C", "N", "O", "H", "H", "H"], "xyz": [[-0.373, -2.537, 1.118], [-0.314, -1.444, 0.605], [0.696, -0.939, -0.027], [0.886, 0.410, -0.362], [-0.425, 1.085, -0.407], [-1.518, 0.599, -0.019], [-1.320, -0.593, 0.762], [1.493, 0.852, 0.501], [1.390, 0.499, -1.327], [-0.514, 2.069, -0.843]]}

---

Record 9
{"formula": "C13H44ClFN18O14S2", "method": "ωB97M-V/def2-TZVPD", "energy_ha": -3917.357470, "orbital_gap_ev": 9.15, "max_force_ev_per_a": 2.5, "symbols": ["O", "S", "O", "F", "O", "C", "C", "C", "C", "S", "O", "O", "Cl", "H", "H", "H", "H", "H", "H", "H", "H", "C", "O", "N", "N", "H", "H", "H", "H", "C", "O", "N", "N", "H", "H", "H", "H", "C", "O", "N", "N", "H", "H", "H", "H", "C", "O", "N", "N", "H", "H", "H", "H", "C", "O", "N", "N", "H", "H", "H", "H", "C", "O", "N", "N", "H", "H", "H", "H", "C", "O", "N", "N", "H", "H", "H", "H", "C", "O", "N", "N", "H", "H", "H", "H", "C", "O", "N", "N", "H", "H", "H", "H"], "xyz": [[6.651, 3.324, -1.110], [5.391, 2.699, -1.290], [5.556, 1.765, -2.711], [6.351, 2.502, -3.609], [4.342, 3.887, -1.720], [3.362, 3.375, -2.643], [2.167, 4.305, -2.757], [1.070, 3.509, -3.488], [0.219, 2.825, -2.394], [-0.062, 1.062, -2.569], [1.001, 0.413, -1.852], [-1.346, 0.780, -2.000], [0.051, 0.490, -4.507], [3.787, 3.290, -3.639], [3.001, 2.382, -2.357], [2.435, 5.174, -3.348], [1.799, 4.625, -1.784], [1.533, 2.775, -4.139], [0.465, 4.168, -4.095], [0.712, 2.908, -1.435], [-0.731, 3.340, -2.349], [0.897, -2.732, 0.064], [2.109, -2.543, 0.154], [0.054, -1.824, -0.494], [0.315, -3.875, 0.521], [-0.936, -1.970, -0.575], [0.447, -0.954, -0.843], [0.913, -4.564, 0.939], [-0.670, -4.064, 0.461], [7.362, -1.257, -3.531], [6.369, -1.313, -4.235], [7.589, -0.227, -2.664], [8.331, -2.227, -3.558], [8.401, -0.165, -2.080], [6.892, 0.505, -2.623], [8.191, -2.996, -4.186], [9.156, -2.204, -2.991], [-2.240, 0.801, 2.154], [-2.345, 1.426, 3.204], [-1.057, 0.282, 1.728], [-3.306, 0.580, 1.328], [-0.948, -0.233, 0.873], [-0.255, 0.428, 2.312], [-4.192, 0.956, 1.613], [-3.247, 0.077, 0.463], [-0.696, 5.540, 0.565], [0.485, 5.469, 0.252], [-1.524, 6.508, 0.069], [-1.276, 4.659, 1.430], [-2.493, 6.588, 0.310], [-1.124, 7.172, -0.567], [-0.695, 3.936, 1.813], [-2.241, 4.697, 1.699], [2.141, -6.587, -1.619], [1.084, -6.457, -2.220], [2.654, -5.571, -0.878], [2.867, -7.746, -1.640], [3.511, -5.623, -0.362], [2.124, -4.717, -0.865], [2.501, -8.508, -2.179], [3.732, -7.867, -1.150], [1.691, -2.849, 4.272], [0.481, -2.800, 4.420], [2.281, -2.822, 3.042], [2.552, -2.935, 5.337], [3.271, -2.860, 2.898], [1.681, -2.758, 2.241], [2.147, -2.955, 6.253], [3.549, -2.975, 5.243], [-2.706, -6.462, -2.797], [-2.740, -5.836, -1.747], [-1.566, -7.023, -3.285], [-3.828, -6.643, -3.568], [-1.528, -7.535, -4.144], [-0.720, -6.908, -2.743], [-4.683, -6.240, -3.235], [-3.831, -7.150, -4.431], [-6.829, 1.255, 3.978], [-6.908, 2.092, 3.085], [-7.924, 0.813, 4.664], [-5.639, 0.712, 4.344], [-7.881, 0.131, 5.396], [-8.812, 1.200, 4.409], [-4.822, 1.030, 3.849], [-5.532, 0.026, 5.067], [-6.139, 6.294, 4.005], [-6.345, 7.416, 4.437], [-7.071, 5.300, 4.042], [-4.940, 5.934, 3.445], [-6.909, 4.372, 3.688], [-7.959, 5.520, 4.449], [-4.226, 6.635, 3.406], [-4.749, 5.015, 3.091]]}

---

Record 10
{"formula": "C12H12INO4P", "method": "ωB97M-V/def2-TZVPD", "total_charge": 1, "energy_ha": -1459.068717, "orbital_gap_ev": 7.16, "max_force_ev_per_a": 1.0, "symbols": ["O", "P", "I", "C", "C", "C", "C", "C", "C", "N", "C", "C", "C", "H", "H", "H", "H", "H", "H", "H", "H", "C", "C", "O", "C", "O", "O", "H", "H", "H", "H"], "xyz": [[0.046, -4.247, 1.998], [1.202, -4.294, 0.826], [3.005, -5.482, 1.949], [1.789, -2.533, 0.813], [3.156, -2.189, 0.774], [3.560, -0.883, 0.712], [2.588, 0.134, 0.685], [2.938, 1.506, 0.612], [1.961, 2.444, 0.626], [0.651, 2.079, 0.676], [0.261, 0.819, 0.723], [1.218, -0.200, 0.746], [0.824, -1.564, 0.814], [-0.791, -4.145, 1.530], [3.907, -2.964, 0.788], [4.611, -0.645, 0.664], [3.983, 1.756, 0.548], [2.186, 3.497, 0.600], [-0.053, 2.813, 0.664], [-0.782, 0.546, 0.737], [-0.232, -1.790, 0.868], [-3.805, 1.147, -2.722], [-4.118, 0.916, -1.258], [-3.140, 1.743, -0.606], [-2.766, 2.712, -1.480], [-2.096, 3.648, -1.177], [-3.248, 2.469, -2.709], [-4.682, 1.108, -3.361], [-3.053, 0.455, -3.105], [-5.112, 1.266, -0.980], [-4.009, -0.122, -0.956]]}

---

Record 11
{"formula": "C18H34FIO13Si2", "method": "ωB97M-V/def2-TZVPD", "energy_ha": -2660.845207, "orbital_gap_ev": 9.21, "max_force_ev_per_a": 3.1, "symbols": ["C", "C", "C", "I", "Si", "C", "O", "C", "O", "C", "C", "O", "O", "Si", "C", "C", "F", "H", "H", "H", "H", "H", "H", "H", "H", "H", "H", "H", "H", "H", "H", "H", "H", "H", "H", "H", "H", "H", "H", "C", "C", "O", "C", "O", "O", "H", "H", "H", "H", "C", "C", "O", "C", "O", "O", "H", "H", "H", "H", "C", "C", "O", "C", "O", "O", "H", "H", "H", "H"], "xyz": [[-2.214, -4.584, -0.861], [-3.580, -3.698, -1.054], [-3.481, -2.147, -0.517], [-2.075, -1.037, -1.849], [-2.868, -2.025, 1.345], [-3.191, -0.275, 2.106], [-1.933, 0.367, 2.546], [-1.383, 1.262, 1.512], [0.086, 1.255, 1.601], [0.672, 0.029, 1.026], [2.289, -0.151, 1.414], [3.098, 0.444, 0.323], [-3.618, -3.319, 2.294], [-2.800, -3.559, 3.831], [-0.876, -3.553, 3.745], [-0.131, -3.975, 5.159], [-0.407, -4.410, 2.617], [-1.317, -4.035, -1.400], [-1.975, -4.885, 0.252], [-2.402, -5.612, -1.436], [-4.462, -4.209, -0.472], [-3.777, -3.641, -2.227], [-4.572, -1.669, -0.546], [-1.426, -2.377, 1.276], [-3.828, -0.444, 3.101], [-3.854, 0.419, 1.408], [-1.729, 2.365, 1.807], [-1.784, 1.065, 0.428], [0.132, -0.878, 1.545], [0.509, -0.023, -0.154], [2.442, -1.329, 1.512], [2.518, 0.291, 2.476], [4.010, 0.012, 0.444], [-3.185, -4.918, 4.291], [-3.369, -2.635, 4.805], [-0.520, -2.448, 3.485], [-0.069, -2.995, 5.829], [-0.640, -4.875, 5.718], [1.002, -4.266, 4.926], [1.310, 3.630, -1.327], [2.791, 3.693, -1.142], [3.179, 4.764, -1.981], [2.083, 5.563, -2.137], [2.102, 6.664, -2.660], [0.963, 4.968, -1.631], [0.792, 3.291, -0.426], [1.020, 2.990, -2.167], [3.074, 3.930, -0.111], [3.288, 2.766, -1.442], [6.000, -0.169, -3.473], [5.945, -1.597, -3.037], [6.518, -1.565, -1.743], [6.363, -0.293, -1.272], [6.589, 0.048, -0.123], [5.921, 0.546, -2.254], [5.170, 0.097, -4.133], [6.944, 0.081, -3.969], [4.918, -1.971, -2.960], [6.515, -2.256, -3.697], [-2.287, 4.306, -2.601], [-3.693, 4.784, -2.437], [-4.293, 3.768, -1.656], [-3.287, 3.141, -0.979], [-3.460, 2.328, -0.087], [-2.063, 3.544, -1.430], [-1.572, 5.130, -2.670], [-2.165, 3.656, -3.474], [-3.751, 5.731, -1.889], [-4.209, 4.895, -3.394]]}

---

Record 12
{"formula": "H21O11", "method": "ωB97M-V/def2-TZVPD", "e_above_lowest_ev": 2.618, "total_charge": -1, "energy_ha": -840.248132, "orbital_gap_ev": 8.05, "max_force_ev_per_a": 2.5, "symbols": ["O", "H", "H", "O", "H", "H", "O", "H", "H", "O", "H", "H", "O", "H", "H", "O", "H", "H", "O", "H", "O", "H", "H", "O", "H", "H", "O", "H", "H", "O", "H", "H"], "xyz": [[-0.568, 1.613, -1.204], [-0.257, 1.105, -0.430], [0.545, 0.268, -4.467], [0.786, 0.901, -3.792], [-2.211, 2.186, -3.591], [1.067, -4.672, 1.058], [-3.910, 0.642, 1.421], [-1.174, 1.236, -4.031], [1.778, 2.356, 4.022], [0.625, 2.404, 1.193], [1.518, 2.239, 0.870], [-0.512, -1.290, 2.306], [4.133, -2.578, -1.328], [3.530, 1.010, 1.419], [-0.829, 2.411, -0.726], [1.800, 1.812, 3.229], [1.026, 2.123, 2.261], [0.573, -3.754, -0.175], [0.918, -4.603, 0.116], [-3.431, 1.335, 1.890], [-2.069, 1.525, -4.278], [-3.315, -0.114, 1.498], [-3.830, 0.448, -0.986], [-3.958, -0.505, -1.068], [-4.446, -0.823, -0.303], [0.902, 0.819, -2.848], [3.417, 0.235, 1.969], [3.213, -2.779, -1.581], [2.781, 0.541, 2.664], [-1.200, -1.964, 2.413], [4.058, -1.778, -0.785], [-0.962, -2.349, 3.264]]}